[1]
49
Properties=species:S:1:pos:R:3:forces:R:3 method="wB97M-V/def2-TZVPD" homo_ev=-10.23 orbital_gap_ev=6.5 total_charge=+1
N 2.658852 0.342412 -0.858027 0.043 -0.370 0.081
H -3.400967 -2.206508 -4.942449 0.003 -0.002 0.002
H 2.924139 -3.222524 1.502057 0.032 0.033 -0.021
S -1.565595 -0.652972 2.346022 -0.025 0.112 -0.088
C 2.122963 -3.829267 1.096163 -0.024 -0.041 0.010
H 0.212390 1.929379 3.143231 0.038 -0.008 -0.010
C -0.112015 -1.587669 2.092418 0.041 -0.083 0.015
C -0.959712 3.089014 0.185019 0.040 0.029 0.037
S 0.900841 -4.234105 2.364444 0.008 -0.024 -0.045
C -2.767630 -2.108092 -4.071697 -0.012 0.043 -0.020
H -0.358940 4.245911 -1.537699 -0.052 -0.039 0.000
C -1.695898 -3.158171 -2.158497 -0.048 0.005 -0.019
H -2.939861 -4.179549 -3.567620 0.000 0.007 0.001
H 2.619056 1.475697 2.344936 0.067 -0.050 -0.086
H 0.227913 2.025781 -2.054138 0.042 0.007 -0.004
H -1.489316 -4.020890 -1.540351 0.012 0.005 -0.011
H 1.703758 2.672717 -1.767811 -0.055 0.182 0.067
C 3.332823 -0.651247 -0.894720 -0.326 0.158 -0.192
S -1.856582 -3.466279 2.743928 -0.006 0.003 -0.027
B -0.112247 -0.221893 -0.972915 -0.138 -0.131 -0.082
O -0.342799 -1.564226 -0.816150 0.050 0.040 -0.072
S 1.377874 -0.718036 1.771019 -0.031 0.078 0.187
C -1.178051 -1.919274 -1.867008 0.082 -0.119 0.122
C -0.245161 -2.912423 2.316673 0.031 0.176 -0.036
C 1.612422 3.249434 2.183827 -0.016 -0.145 -0.013
H 1.999997 3.600678 3.141272 0.009 -0.036 0.021
C -1.441213 -0.810290 -2.640308 0.025 0.169 -0.039
S -4.247468 -1.708594 3.044025 -0.088 0.007 -0.019
N -0.375643 2.109535 1.156986 -0.237 -0.044 -0.121
H -2.436350 0.017308 -4.360615 0.008 -0.003 0.001
C -2.505407 -3.228963 -3.290369 0.016 -0.027 0.030
O -0.777044 0.286297 -2.087870 0.021 0.016 0.108
C -2.235517 -0.858209 -3.759399 -0.031 -0.048 -0.002
N 2.415663 2.154205 1.613084 -0.011 -0.018 -0.056
S 4.256310 -1.908839 -1.068574 0.122 -0.039 0.052
C 0.103455 3.632940 -0.763467 -0.100 -0.124 0.052
N 0.804487 2.468453 -1.337294 0.151 -0.090 -0.112
H -1.117547 1.476081 1.453384 -0.112 0.165 0.031
H 1.655984 -3.321687 0.258880 -0.045 -0.001 -0.056
C 0.199287 2.719811 2.391275 -0.014 0.086 0.071
H 2.515011 -4.789721 0.765235 0.012 0.016 0.002
H 0.825689 4.256604 -0.247432 0.018 0.017 -0.004
C -2.675832 -1.937468 2.726965 0.119 -0.013 0.065
H -1.454369 3.896822 0.725548 0.013 0.014 0.017
Pt 1.069746 0.971911 0.170552 0.375 -0.146 0.058
H 1.637175 4.096334 1.504974 -0.011 0.042 0.012
H -0.464595 3.510447 2.744783 -0.004 0.004 0.007
H 3.301141 2.433932 1.203436 -0.036 0.215 0.104
H -1.721204 2.555171 -0.385727 0.044 -0.029 -0.016



[2]
13
Properties=species:S:1:pos:R:3:forces:R:3 method="wB97M-V/def2-TZVPD" homo_ev=-8.76 orbital_gap_ev=9.2
H -0.008487 -0.908432 -1.630301 0.174 -0.326 -1.506
H 2.066780 1.307165 -0.370238 2.771 1.538 -3.248
S -2.644752 -0.215297 0.506872 0.651 -1.311 0.249
C -1.128666 0.195325 -0.383031 2.653 2.531 1.920
S -0.188763 1.919684 0.221759 0.084 -1.592 -0.443
H 1.882650 1.172394 1.358742 -0.276 -0.165 -0.837
O -2.245576 0.261818 -1.069973 -1.335 0.583 -1.966
N -0.104132 -0.647421 -0.693962 -0.057 -0.060 1.007
O -2.700419 -1.672514 0.531592 -0.615 0.170 0.379
C 1.459152 0.997925 0.342951 -4.109 -0.685 3.579
C 1.038344 -0.458352 0.171938 0.767 -0.873 -0.324
H 0.670734 -0.839228 1.084749 -0.028 -0.203 1.534
H 1.903132 -1.113065 -0.071099 -0.682 0.393 -0.344



[3]
43
Properties=species:S:1:pos:R:3:forces:R:3 method="wB97M-V/def2-TZVPD" homo_ev="-12.37 / -12.37" orbital_gap_ev="6.6 / 6.4" multiplicity=2 total_charge=+1
C -1.281039 3.198234 -1.934370 -0.012 0.161 -0.062
H 2.057301 2.210080 -3.129915 0.001 -0.026 0.012
F -0.086395 -3.027023 -2.027325 0.041 0.028 0.001
H -0.778887 -3.115032 0.233521 0.031 0.003 -0.020
F -0.972351 -0.863426 -1.691042 -0.250 0.319 0.327
H 2.667887 1.689516 -0.368926 -0.002 0.007 -0.013
O 2.282367 1.463690 -1.227761 0.090 0.057 0.079
F -2.095018 -2.871632 -1.090542 -0.043 0.042 -0.044
H 2.313800 3.457744 -1.891036 -0.034 -0.030 0.020
H 1.329311 2.733167 0.700432 -0.055 0.016 -0.012
C 0.400488 0.787015 0.816213 -0.201 -0.038 -0.202
H 0.649484 1.246473 4.635895 0.007 -0.012 0.010
P -1.508536 -2.485398 -2.563855 -0.023 -0.325 -0.195
C 1.109568 2.079894 2.716134 0.002 0.003 -0.081
H 0.276493 -4.392761 2.002252 -0.005 0.003 -0.019
H 0.225143 -2.924064 3.001937 0.008 0.013 -0.012
H 1.746956 -2.013781 1.254684 -0.028 -0.005 0.004
C -1.002303 -1.326688 1.156928 -0.165 0.115 -0.020
F -0.790353 -1.876005 -3.821181 0.012 0.046 -0.015
C 0.589598 1.119647 3.564292 -0.029 -0.035 -0.022
H -0.537680 -0.691692 3.692691 0.001 0.000 0.001
H 1.572441 2.973984 3.110741 -0.003 0.005 0.005
H -1.807770 -1.541644 1.856150 0.036 -0.002 0.037
F -1.923411 -3.834927 -3.211160 0.002 0.061 0.015
C 2.610673 2.468677 -2.233024 0.027 0.198 -0.125
N -0.627539 2.232881 -1.975862 -0.067 0.071 -0.098
C 1.142559 -2.468887 0.473644 0.125 0.008 0.009
B -2.095858 4.498345 -1.857015 -0.125 0.095 0.194
Pt 0.352454 0.674929 -1.183057 0.420 -0.731 -0.031
C -0.064176 0.021712 3.028369 -0.005 0.055 -0.038
H 3.679026 2.417918 -2.425128 0.001 -0.031 0.045
H -1.457979 -1.100802 0.202597 -0.020 -0.043 0.046
H -3.083631 4.383406 -2.531678 0.018 -0.031 -0.029
F -2.829603 -1.704457 -2.861045 0.013 0.029 0.012
C 1.001021 1.921506 1.337817 0.040 0.129 0.119
H -1.292711 -3.693806 2.461857 0.001 0.015 0.005
H 1.529769 -3.450161 0.212505 -0.008 -0.005 0.030
H -2.378170 4.523858 -0.667696 0.020 0.014 -0.060
C -0.185909 -0.170039 1.650138 0.146 -0.092 0.121
N -0.248869 -2.629788 0.968791 0.052 -0.031 0.001
H 1.140676 -1.859685 -0.424350 -0.018 0.031 -0.007
C -0.262660 -3.469403 2.197522 -0.039 -0.058 0.036
H -1.366177 5.408423 -2.159145 0.034 -0.030 -0.020



These records have relative energy (zero: lowest compared OMol25 entry of this formula, charge and spin) values of 15.4 297.6 156.3 kJ/mol, in the order they appear.